The following is a DFT calculation (wB97M-V/def2-TZVPD) of 4 unconnected molecules or ions with the total composition C14H20O17S3 in a non-equilibrium geometry.

LUMO energy: -0.940 eV
HOMO energy: -9.99 eV
Orbital gap: 9.05 eV
Total charge: 0

Last column: natural (NBO) charge in e.
Positions of all 54 atoms, in Å:
O  4.88103  -0.96542  -2.21313  -0.52
C  4.05508  -0.13928  -2.69692  0.41
C  2.89686  0.38186  -1.73571  -0.55
C  1.92929  1.46433  -2.38009  -0.07
C  0.51077  1.46956  -2.28626  -0.05
C  -0.35235  0.33516  -1.53015  -0.48
C  -0.71871  -0.76954  -2.67357  -0.07
O  0.40124  -1.01425  -3.56431  -0.74
C  -0.16032  2.72039  -3.00248  0.80
O  -1.34673  2.92624  -3.28138  -0.54
O  0.99575  3.54291  -3.24360  -0.53
C  2.21872  2.78363  -3.21644  0.79
O  3.30964  3.03103  -3.74817  -0.51
H  4.20239  0.13596  -3.79209  0.17
H  2.24280  -0.49627  -1.40889  0.25
H  3.36695  0.83355  -0.79145  0.29
H  0.27110  -0.18982  -0.72686  0.23
H  -1.29964  0.79542  -1.07082  0.26
H  -1.03713  -1.76838  -2.23120  0.22
H  -1.57055  -0.35836  -3.32945  0.18
H  1.04767  -1.62687  -3.15033  0.47
O  -3.66265  -2.36126  1.42538  -0.88
S  -2.27097  -2.07126  1.25876  2.52
O  -1.58465  -2.24107  0.01234  -0.91
O  -1.44778  -2.85550  2.41390  -0.68
C  -0.70957  -1.91455  3.19916  -0.13
C  -1.50706  -0.62193  3.13034  -0.10
O  -1.99900  -0.56290  1.79129  -0.68
H  0.28185  -1.79249  2.74606  0.24
H  -0.59841  -2.27680  4.22237  0.20
H  -0.89908  0.25418  3.35641  0.21
H  -2.36773  -0.65065  3.80527  0.19
O  1.94412  -1.87229  2.26990  -0.91
S  3.14459  -1.10113  2.42534  2.53
O  3.60333  -0.17535  1.43661  -0.88
O  4.35398  -2.11615  2.78837  -0.67
C  4.93067  -1.74615  4.04218  -0.10
C  3.80441  -1.08722  4.82270  -0.10
O  3.07423  -0.33421  3.85273  -0.68
H  5.74306  -1.04043  3.84855  0.20
H  5.32760  -2.62389  4.55270  0.22
H  4.17250  -0.43790  5.61666  0.22
H  3.12910  -1.83498  5.24870  0.19
O  -6.15432  -0.21111  -0.54779  -0.88
S  -5.20319  0.82489  -0.28009  2.52
O  -4.67651  1.07880  1.02632  -0.89
O  -5.78492  2.21396  -0.88325  -0.68
C  -4.86504  2.74362  -1.84001  -0.10
C  -4.14491  1.53526  -2.41655  -0.12
O  -3.96016  0.65149  -1.30889  -0.69
H  -4.16955  3.40442  -1.31498  0.19
H  -5.39592  3.31090  -2.60491  0.21
H  -3.18697  1.79708  -2.86393  0.24
H  -4.76493  1.02277  -3.15829  0.19